Formula: C12H13O5
Source: the Open Molecules 2025 dataset
Level of theory: wB97M-V/def2-TZVPD

Element x y z (Å)
O1 0.400 -1.371 3.179
C1 -0.042 -0.501 2.405
O2 -1.381 0.024 2.281
C2 -1.755 0.494 0.935
C3 -0.411 0.121 0.114
C4 0.733 0.297 1.259
C5 2.235 -0.110 0.855
C6 2.155 -0.804 -0.604
C7 2.488 0.116 -1.819
C8 2.403 -0.533 -3.231
C9 1.989 -2.010 -3.392
C10 1.632 -2.927 -2.166
C11 1.740 -2.309 -0.754
H1 -1.848 1.627 0.828
H2 -2.538 -0.131 0.371
H3 -0.579 -1.005 -0.093
H4 -0.225 0.589 -0.906
H5 0.677 1.434 1.452
H6 2.869 0.854 0.785
H7 2.766 -0.786 1.604
H8 2.777 1.214 -1.702
H9 2.664 0.115 -4.129
H10 1.907 -2.529 -4.414
H11 1.299 -4.007 -2.275
H12 1.515 -2.859 0.216
C12 -5.040 3.045 1.636
O3 -5.495 2.663 2.749
O4 -3.675 3.118 1.656
O5 -5.616 3.349 0.575
H13 -3.644 2.822 2.587

Values from the calculation:
net charge = -1
HOMO-LUMO gap = 0.2336 Eh
multiplicity = 1
calculated total energy = -841.1588 Eh

Okay, here come the Löwdin numbers, in e, for every atom:
1. O 0.072
2. C -0.326
3. O -0.052
4. C -0.128
5. C -0.141
6. C -0.178
7. C -0.120
8. C -0.179
9. C -0.037
10. C -0.083
11. C -0.090
12. C -0.067
13. C -0.033
14. H 0.127
15. H 0.144
16. H 0.116
17. H 0.122
18. H 0.159
19. H 0.112
20. H 0.115
21. H 0.098
22. H 0.080
23. H 0.080
24. H 0.081
25. H 0.102
26. C -0.875
27. O -0.102
28. O -0.013
29. O -0.070
30. H 0.082